[1]
37
Properties=species:S:1:pos:R:3:forces:R:3 method="wB97M-V/def2-TZVPD" homo_ha="-0.3857 / -0.3848" relative_energy_ev=4.701 charge=+1 spin_multiplicity=3 lumo_energy_ha="-0.1527 / -0.1530" homo_lumo_gap_ev="6.3 / 6.3"
C 0.7281 -1.4408 -0.8808 -2.8529 0.6657 -2.0074
C 1.7972 -0.9137 -1.7250 0.1009 0.3693 1.7290
C 1.3672 0.0488 -2.6579 -0.6253 -0.2128 0.7364
C -0.0411 0.0556 -2.6534 -0.9824 0.6702 1.1202
C -0.6159 -0.7275 -1.5671 2.1491 -2.1659 0.6303
W -0.7597 -0.2065 0.6407 1.5820 -0.7760 -2.3914
P 0.3861 -1.3068 2.3967 0.2539 0.0946 0.8692
H 0.6868 -2.5255 -0.5856 0.1654 1.2537 -0.1740
H 2.8567 -1.1379 -1.4954 -0.7490 0.0936 -0.3797
H 2.0059 0.7975 -3.1582 -0.4248 -0.9133 -0.0205
H -1.6061 -1.3060 -1.5739 1.3292 0.8709 -0.3436
H -0.6871 0.7222 -3.2512 0.5684 -0.4080 0.1813
H 1.0193 -0.4842 3.4357 -0.5074 -1.1276 -0.5284
H 1.2890 -2.4574 2.2543 -0.8123 1.0036 0.2238
H -0.8309 -1.8408 3.0483 1.2946 0.1412 -0.0130
C -0.7264 2.2906 2.0335 -0.5096 2.3203 1.3222
N -0.6986 1.9394 0.6046 -0.2395 0.6347 -0.2868
C 0.0790 3.0181 -0.0949 -0.0582 1.3758 -0.2405
N -0.5099 4.3930 0.1178 -0.3666 -1.8691 0.5615
C -0.5401 4.6503 1.5806 -0.0886 -0.1310 -0.0836
N -1.3448 3.6494 2.3210 0.3630 -1.3820 -1.2602
C -2.7156 3.6139 1.7667 0.0371 0.2048 -0.0426
N -2.7530 3.3406 0.3140 1.3449 -1.0431 0.2977
C -2.0868 1.9872 0.0774 -1.3794 2.6087 -0.0623
C -1.9091 4.3689 -0.3669 0.0467 -0.3248 0.0116
H 0.2947 2.3719 2.4243 -0.1881 -0.5740 -0.1948
H -1.3363 1.5763 2.5917 0.1141 -0.2580 0.1078
H 0.0690 2.8207 -1.1730 0.1684 -0.1724 0.2987
H 1.0891 3.0427 0.3168 -0.0164 -0.2599 -0.2084
H -0.9793 5.6410 1.7587 0.2181 -0.2350 -0.0518
H 0.4905 4.6152 1.9634 -0.3100 0.1551 -0.0803
H -3.2773 2.8220 2.2830 0.0339 0.3230 -0.0594
H -3.1860 4.5915 1.9402 0.0380 -0.3309 0.0312
H -2.1428 1.8731 -1.0131 0.4540 -0.5049 0.3501
H -2.6944 1.2287 0.6073 -0.1485 -0.0424 -0.1798
H -2.3644 5.3479 -0.1722 0.1042 -0.2309 -0.1821
H -1.8958 4.1548 -1.4467 -0.1067 0.1770 0.3198

=====

[2]
106
Properties=species:S:1:pos:R:3:forces:R:3 method="wB97M-V/def2-TZVPD" homo_ha=-0.5773 charge=+3 lumo_energy_ha=-0.2901 homo_lumo_gap_ev=7.8
Ti -0.5380 0.0719 -0.4940 -0.5578 -0.4112 -0.4794
C 0.7747 -2.7341 1.6078 -0.0404 0.0286 -0.0380
C -0.2431 -1.8517 2.2693 0.0719 0.0419 0.0590
C -0.6686 -2.2437 3.5403 -0.0016 0.0173 -0.0573
C -1.5556 -1.4711 4.2504 0.0042 0.0150 -0.0330
C -1.9534 -0.2624 3.6984 0.0633 -0.0238 -0.0484
C -1.4797 0.0964 2.4499 -0.0443 0.0097 0.0521
N -0.6870 -0.7118 1.7013 -0.1241 0.0744 -0.0724
C -1.8601 1.4064 1.8691 -0.0935 -0.0140 0.0472
C -2.3883 2.4279 2.6465 -0.0087 -0.0538 -0.0487
C -2.8208 3.5906 2.0322 0.0379 -0.0494 -0.0237
C -2.7127 3.6997 0.6592 -0.0043 -0.0595 -0.0533
C -2.1412 2.6571 -0.0580 -0.0954 0.0492 -0.0116
N -1.7136 1.5405 0.5436 0.0423 0.1631 0.1199
C -1.9370 2.7879 -1.5197 -0.0275 0.0716 0.0023
C -2.8641 3.4498 -2.3044 0.0941 -0.0112 -0.0192
C -2.5627 3.6499 -3.6460 -0.0100 -0.0141 0.0438
C -1.3288 3.2448 -4.1133 0.0155 0.0219 0.0337
C -0.4490 2.5834 -3.2565 0.1145 0.1094 0.0379
C 0.9544 2.2917 -3.7092 0.0513 -0.0945 0.0019
N -0.7821 2.2904 -1.9935 -0.2206 -0.1968 0.1196
H 0.3122 -3.6540 1.2516 -0.0507 -0.0511 -0.0259
H 1.2849 -2.2379 0.7920 -0.0172 -0.0137 0.0008
H 1.5100 -3.0307 2.3566 0.0230 0.0197 0.0010
H -0.2910 -3.1721 3.9459 0.0042 -0.0162 0.0082
H -1.9177 -1.7835 5.2203 -0.0073 -0.0006 0.0127
H -2.6334 0.3806 4.2341 -0.0080 0.0044 0.0135
H -2.4551 2.3255 3.7183 0.0035 0.0148 0.0018
H -3.2282 4.4014 2.6188 -0.0192 0.0257 0.0208
H -3.0275 4.5950 0.1437 0.0019 0.0167 0.0123
H -3.7951 3.7977 -1.8803 -0.0233 0.0096 -0.0078
H -3.2615 4.1557 -4.2985 -0.0148 -0.0003 -0.0074
H -1.0215 3.4635 -5.1270 0.0087 -0.0047 -0.0253
H 0.9860 1.6259 -4.5756 0.0114 -0.0262 -0.0174
H 1.4282 3.2201 -4.0306 -0.0272 0.0138 -0.0132
H 1.5509 1.8902 -2.8891 -0.0292 -0.0200 -0.0162
C -1.2132 -0.6507 -3.5964 -0.0127 0.0392 -0.1020
N -0.0455 -0.5640 -2.7023 -0.0783 0.0338 0.1381
C 0.6960 -1.8370 -2.6049 0.0980 -0.0581 -0.0398
C -0.1492 -2.6838 -1.7170 0.0285 0.0054 -0.0595
N -0.8471 -2.0940 -0.7719 0.0862 -0.1923 0.1351
C -1.7017 -3.0748 -0.2568 -0.0307 -0.0034 0.0201
C -2.7131 -3.0023 0.7007 0.0074 -0.0297 -0.0238
C -3.4003 -4.1650 0.9802 -0.0015 -0.0152 -0.0105
C -3.1012 -5.3758 0.3333 0.0060 0.0045 0.0074
C -2.1154 -5.4584 -0.6275 -0.0293 0.0682 0.0181
C -1.4352 -4.2794 -0.9107 0.0117 -0.0504 0.0526
N -0.4341 -3.9900 -1.8348 -0.0202 0.1187 0.0263
C -2.4603 -0.3271 -2.8446 0.0363 -0.0111 -0.0453
N -2.4796 -0.0890 -1.5502 -0.1162 0.0166 -0.0382
C -3.8359 0.0763 -1.2185 -0.0277 0.0152 -0.0036
C -4.4800 0.2802 0.0033 -0.0220 -0.0016 -0.0260
C -5.8553 0.3869 -0.0070 -0.0036 -0.0035 -0.0248
C -6.5973 0.2921 -1.1944 0.0011 0.0013 0.0046
C -5.9809 0.0692 -2.4069 0.0369 -0.0193 0.0590
C -4.5959 -0.0413 -2.3828 -0.0218 0.0182 -0.0224
N -3.6826 -0.2964 -3.3984 0.0789 -0.0020 0.0862
H -1.0951 0.0276 -4.4458 -0.0090 -0.0156 0.0344
H -1.3012 -1.6595 -4.0118 -0.0105 0.0383 -0.0016
H 0.5886 0.1540 -3.0270 0.0397 0.0517 0.0013
H 0.8517 -2.3018 -3.5834 0.0102 0.0195 0.0577
H 1.6702 -1.6405 -2.1513 -0.0520 -0.0130 -0.0157
H -2.9666 -2.0738 1.1937 -0.0010 0.0151 0.0063
H -4.1990 -4.1477 1.7081 -0.0162 -0.0004 0.0239
H -3.6680 -6.2604 0.5851 -0.0156 -0.0237 0.0123
H -1.8996 -6.3852 -1.1383 0.0176 -0.0400 -0.0210
H -0.0324 -4.6281 -2.5042 -0.0040 -0.0015 0.0008
H -3.9407 0.3335 0.9367 0.0070 -0.0029 0.0119
H -6.3806 0.5385 0.9251 -0.0198 0.0067 0.0324
H -7.6735 0.3793 -1.1543 -0.0231 0.0082 0.0068
H -6.5480 -0.0274 -3.3214 -0.0184 -0.0025 -0.0374
H -3.9002 -0.4629 -4.3684 -0.0025 -0.0001 -0.0018
C 6.2716 -0.7942 1.7846 -0.0042 0.0300 0.0089
C 5.1139 -1.1294 0.8480 0.0240 -0.0613 -0.0714
C 4.4822 -2.4825 1.1641 -0.0261 0.0059 -0.0697
Sb 3.6501 0.4245 0.8535 0.0700 -0.0467 -0.0094
C 4.1684 2.0366 -0.4533 0.0197 -0.0533 -0.0610
C 3.3691 3.3049 -0.1816 -0.0288 0.0032 0.0020
C 5.6789 2.2626 -0.3959 0.0154 -0.0084 -0.0059
C 3.0586 1.0632 2.8050 0.0027 0.0995 0.0212
C 2.7457 -0.1026 3.7310 0.0116 -0.0344 -0.0113
C 4.1870 1.9387 3.3577 -0.0238 0.0426 -0.0356
H 7.0413 -1.5600 1.6854 0.0111 -0.0309 -0.0252
H 5.9551 -0.7942 2.8272 -0.0183 0.0076 0.0557
H 6.7385 0.1641 1.5618 0.0192 0.0548 -0.0004
H 5.4604 -1.1191 -0.1897 0.0039 -0.0104 0.0177
H 4.1476 -2.5357 2.2002 -0.0281 0.0123 0.0382
H 5.2338 -3.2614 1.0267 0.0184 0.0047 0.0052
H 3.6414 -2.7142 0.5098 0.0099 0.0022 0.0056
H 3.8815 1.6211 -1.4238 0.0410 0.0081 0.0119
H 3.6455 3.7633 0.7687 -0.0244 -0.0281 0.0229
H 2.2936 3.1339 -0.1957 -0.0190 -0.0066 0.0225
H 3.6049 4.0328 -0.9599 0.0202 0.0155 -0.0143
H 5.9941 2.6424 0.5776 0.0060 -0.0086 0.0149
H 5.9543 3.0167 -1.1347 -0.0166 0.0085 -0.0116
H 6.2532 1.3636 -0.6229 0.0007 -0.0056 0.0017
H 2.1636 1.6602 2.6130 0.0314 -0.0067 0.0040
H 3.6220 -0.7302 3.8976 0.0201 -0.0163 0.0032
H 1.9372 -0.7268 3.3584 -0.0807 -0.0576 -0.0464
H 2.4450 0.2879 4.7048 -0.0133 0.0184 0.0087
H 5.0889 1.3575 3.5482 0.0418 -0.0185 -0.0044
H 3.8724 2.3601 4.3135 -0.0188 0.0039 0.0067
H 4.4448 2.7747 2.7063 -0.0138 -0.0016 -0.0087
O 0.7485 1.2019 0.2486 0.4019 0.2053 0.1605
N 1.3667 0.5344 -0.7357 0.3948 0.1731 0.1311
O 2.1782 -0.5070 -0.0870 0.1001 0.0792 -0.0197

=====

[3]
31
Properties=species:S:1:pos:R:3:forces:R:3 method="wB97M-V/def2-TZVPD" homo_ha=-0.1326 charge=-1 lumo_energy_ha=-0.0075 homo_lumo_gap_ev=3.4
N 0.6639 4.9507 -1.5156 -0.6088 -1.6859 1.8058
C 0.3723 4.1615 -0.7011 0.5577 1.7203 -1.8400
C -0.0046 3.2032 0.2868 0.2652 -0.2019 0.2863
C 0.9244 2.6377 1.1172 -0.1543 0.3399 -0.5726
C 2.2794 3.0806 1.0982 2.4233 0.6424 0.0577
N 3.3760 3.4905 1.1222 -2.2735 -0.8095 -0.0699
C 0.5584 1.6421 2.1412 1.1406 -0.9554 0.5876
O 1.4205 1.0729 2.8102 -1.3521 0.7918 -0.5677
C -0.8984 1.3684 2.2874 -0.5725 0.4656 -0.7167
Cl -1.3470 0.3133 3.5392 0.0533 -0.1841 0.1724
C -1.8233 1.9187 1.4515 0.9541 -0.3066 0.4801
Cl -3.4745 1.5528 1.5781 -0.2985 0.0097 -0.0191
C -1.4383 2.8619 0.3630 -0.4850 0.3517 -0.8928
O -2.2483 3.3361 -0.4273 0.6983 -0.5624 1.0239
Br 4.4997 0.6622 -0.8368 0.7864 0.6165 -0.4289
C 3.0045 -0.1696 -0.2229 -1.7366 -0.6130 -0.0968
S 1.8537 -0.9486 -1.2401 1.0316 0.3197 0.9813
C 2.7284 -1.9952 -2.4394 0.1832 -0.1063 0.1699
C 3.1318 -1.4520 -3.6599 0.1491 -0.1104 -0.0939
C 3.8700 -2.2242 -4.5620 -0.1587 -0.0965 0.3338
C 4.1973 -3.5432 -4.2376 -0.0406 0.1206 0.0504
C 3.7823 -4.0941 -3.0232 -0.2360 0.2833 0.0460
C 3.0309 -3.3225 -2.1294 0.2194 0.0810 -0.1528
O 1.1410 -1.7978 -0.3017 -0.4289 -0.1925 -0.4766
O 1.1132 -0.0538 -2.1011 -0.1992 0.1210 -0.1101
H 2.7499 -0.1529 0.8342 0.2728 -0.2233 -0.3141
H 2.8678 -0.4291 -3.9079 0.0044 -0.1066 0.1211
H 4.1881 -1.7885 -5.5110 -0.0902 -0.1569 0.2703
H 4.7761 -4.1429 -4.9373 -0.0785 0.0859 0.1291
H 4.0407 -5.1225 -2.7651 -0.1047 0.2700 -0.1098
H 2.6795 -3.7389 -1.1905 0.0787 0.0920 -0.0538

=====

[4]
14
Properties=species:S:1:pos:R:3:forces:R:3 method="wB97M-V/def2-TZVPD" homo_ha=-0.1129 charge=-1 lumo_energy_ha=0.1011 homo_lumo_gap_ev=5.8
C 1.1292 1.7194 1.9640 3.0078 0.8633 -1.5425
C -0.2735 -1.3578 -0.8190 -0.8867 -0.4267 -0.7106
N -2.2721 0.4773 -1.1079 0.7371 -0.8384 -1.5057
N 0.1341 -0.2912 -0.2637 -1.2813 1.9643 0.2539
N 1.3235 0.0844 0.3101 0.0853 1.0354 0.4159
O 2.1420 2.2272 1.6594 -1.2043 -0.5011 0.6008
S -0.2103 1.4425 2.7019 -1.6839 -0.4113 0.7946
S 0.3326 -2.8555 -1.0890 0.3693 -1.5391 -0.4343
S 2.4133 -1.1238 0.7607 -0.1991 0.1688 0.4751
S -1.9119 -1.2083 -1.4944 -0.6479 0.2850 -0.2565
H -2.8167 0.9257 -1.8455 0.2168 -0.1484 0.5913
H -2.6588 0.4815 -0.2072 -1.2561 0.4617 1.1279
H -0.6754 0.4578 -0.3802 2.5582 -0.8470 0.5331
H 3.3440 -0.9790 -0.1892 0.1848 -0.0665 -0.3429

=====

[5]
67
Properties=species:S:1:pos:R:3:forces:R:3 method="wB97M-V/def2-TZVPD" homo_ha=-0.3278 lumo_energy_ha=-0.0257 homo_lumo_gap_ev=8.2
C 2.8392 3.8930 1.5332 -0.1292 0.0605 0.1765
C 1.6437 3.9333 0.6185 -0.1729 -0.2913 -0.2609
O 1.1232 2.9405 0.1781 0.3002 0.4810 0.0636
O 1.1829 5.1576 0.2427 -0.0544 -0.2264 0.2076
C 0.9759 6.1290 1.2710 -0.0032 0.1808 0.1269
C -0.4985 6.3381 1.4833 0.3137 0.0511 -0.0270
C -1.4137 5.3629 1.2783 -0.1091 -0.0653 -0.1371
C -2.8107 5.5649 1.5184 0.0480 -0.1713 -0.0604
C -3.7550 4.4474 1.2756 0.1151 -0.0433 -0.0721
C -3.6275 3.6721 0.1252 0.0531 -0.0619 -0.0054
C -4.5123 2.6312 -0.0824 -0.1268 -0.0220 0.1433
C -5.4953 2.4080 0.8690 0.0148 -0.0008 -0.0044
C -5.5510 3.2443 1.9725 -0.0665 -0.0697 -0.0115
N -4.7047 4.2467 2.1888 -0.0743 -0.0149 -0.1065
C -3.2815 6.7575 1.9551 -0.2814 0.2206 0.2039
C -2.3612 7.8079 2.1777 0.1904 -0.1243 -0.0395
N -2.6369 9.0414 2.6087 0.1953 0.2066 0.0284
S -1.2284 9.8105 2.6957 -0.2862 0.1262 0.0768
N -0.2217 8.6698 2.2122 0.2425 0.0360 -0.0368
C -0.9661 7.5960 1.9451 -0.2210 -0.0055 0.0868
H 3.3991 4.8238 1.5434 0.0305 0.0187 -0.0779
H 3.4722 3.0669 1.2254 0.0208 -0.0357 -0.0185
H 2.4955 3.6899 2.5482 0.0315 -0.0509 0.0405
H 1.4551 7.0677 0.9987 -0.0037 -0.0243 -0.1912
H 1.4275 5.8113 2.2132 0.0591 -0.0481 -0.0234
H -1.0764 4.4017 0.9140 -0.0507 -0.0763 -0.0163
H -2.8485 3.8978 -0.5894 0.0243 -0.0175 -0.0356
H -4.4521 2.0015 -0.9590 0.0758 0.0220 -0.0611
H -6.2082 1.6028 0.7669 -0.0255 -0.0188 -0.0248
H -6.3187 3.0912 2.7208 -0.0081 0.0399 0.0831
H -4.3339 6.9089 2.1448 -0.0432 -0.0186 0.0048
F 0.6874 -3.0232 1.1896 -0.0352 0.0885 0.0307
C 0.0826 -2.1558 0.3443 -0.0339 0.0505 -0.0744
C 0.4557 -0.8280 0.3739 0.0877 0.0250 0.0592
C -0.1546 0.0538 -0.5062 -0.0979 -0.0590 -0.0780
C -1.1253 -0.4052 -1.3884 -0.0067 -0.0032 0.0062
C -1.4859 -1.7456 -1.3942 0.0302 0.0571 0.0083
C -0.8769 -2.6374 -0.5222 -0.0366 -0.1177 -0.0185
H 1.2129 -0.4952 1.0711 0.0041 -0.0121 -0.0049
H 0.1334 1.0946 -0.4993 -0.0019 -0.0198 0.0072
H -1.5983 0.2850 -2.0743 0.0045 0.0001 -0.0121
H -2.2403 -2.1040 -2.0819 0.0020 -0.0127 -0.0096
H -1.1337 -3.6887 -0.5152 0.0045 0.0048 0.0362
F 3.3552 -9.8844 1.0577 0.0020 -0.0092 0.0008
C 2.8672 -8.6281 1.1297 -0.0256 0.0645 0.0026
C 3.0981 -7.7630 0.0796 0.0427 -0.0141 -0.0855
C 2.5920 -6.4733 0.1604 -0.0188 -0.0087 0.0338
C 1.8727 -6.0682 1.2766 -0.0009 -0.0186 0.0020
C 1.6571 -6.9601 2.3186 0.0269 -0.0050 -0.0580
C 2.1546 -8.2539 2.2510 -0.0272 -0.0378 0.0691
H 3.6643 -8.0982 -0.7790 -0.0029 -0.0155 0.0084
H 2.7604 -5.7812 -0.6545 0.0317 -0.0026 -0.0076
H 1.4841 -5.0628 1.3309 0.0082 -0.0201 0.0180
H 1.0991 -6.6480 3.1914 -0.0083 -0.0049 0.0086
H 1.9960 -8.9664 3.0491 0.0175 -0.0100 -0.0089
F 2.8682 -1.7246 -3.9167 0.0070 0.0109 0.0026
C 2.5127 -3.0190 -4.0382 -0.0125 -0.0728 -0.0053
C 2.9065 -3.7138 -5.1641 0.0400 0.0276 -0.0708
C 2.5371 -5.0456 -5.2842 -0.0242 -0.0028 0.0459
C 1.7849 -5.6573 -4.2909 -0.0011 -0.0384 0.0074
C 1.4025 -4.9350 -3.1685 0.0105 0.0207 -0.0587
C 1.7681 -3.6026 -3.0332 -0.0366 0.0364 0.1106
H 3.4884 -3.2151 -5.9272 0.0041 0.0140 0.0151
H 2.8389 -5.6066 -6.1584 0.0020 0.0037 -0.0139
H 1.4976 -6.6953 -4.3909 -0.0024 -0.0038 0.0036
H 0.8140 -5.4105 -2.3944 -0.0006 0.0111 0.0204
H 1.4815 -3.0186 -2.1679 -0.0106 0.0176 -0.0224